1.
DFT (the ωB97M-V functional and the def2-TZVPD basis) results for 4 unconnected molecules or ions with the total composition C18H46BrN6O3 in a non-equilibrium geometry.

Computed properties:
**HOMO**: -10.87 eV
**Energy**: -104530.10448 eV
**Charge**: +1
**HOMO-LUMO gap**: 7.81 eV
**LUMO energy**: -0.1124 Eh

Last column: Mulliken charge in e.
Element x y z (Å)
Br (-0.12, 0.12, 3.80)  -0.126
C (-0.76, -1.68, 3.43)  -0.661
C (-1.87, -1.68, 2.37)  -0.715
C (-1.46, -2.43, 1.11)  -1.019
N (-0.51, -1.56, 0.36)  0.123
C (-0.18, -1.78, -0.87)  0.423
N (-0.21, -3.06, -1.48)  -0.364
C (1.03, -3.01, -2.34)  -0.568
C (1.35, -1.49, -2.52)  -0.049
N (0.28, -0.87, -1.72)  -0.119
H (0.11, -2.24, 3.10)  0.448
H (-1.12, -2.07, 4.38)  0.366
H (-2.79, -2.14, 2.77)  0.429
H (-2.13, -0.66, 2.10)  0.506
H (-0.96, -3.37, 1.34)  0.331
H (-2.32, -2.64, 0.47)  0.492
H (-0.09, -0.80, 0.88)  0.157
H (-1.02, -3.04, -2.09)  0.338
H (1.82, -3.47, -1.76)  0.262
H (0.79, -3.55, -3.25)  0.366
H (1.36, -1.20, -3.57)  0.006
H (2.31, -1.29, -2.04)  0.262
H (0.45, 0.07, -1.38)  0.131
C (3.14, 4.80, 0.22)  -1.429
C (1.88, 3.98, 0.48)  0.273
C (2.10, 2.47, 0.33)  -0.524
O (2.19, 2.00, -1.01)  -0.184
C (3.46, 2.17, -1.62)  -0.589
N (0.80, 4.49, -0.35)  -0.689
H (3.34, 4.91, -0.85)  0.311
H (3.01, 5.81, 0.62)  0.352
H (4.02, 4.36, 0.69)  0.343
H (1.60, 4.13, 1.52)  0.432
H (1.22, 1.96, 0.75)  0.066
H (2.97, 2.13, 0.90)  0.437
H (4.27, 2.03, -0.90)  0.361
H (3.56, 3.15, -2.10)  0.243
H (3.56, 1.41, -2.40)  0.047
H (-0.08, 4.05, -0.10)  0.260
H (0.96, 4.21, -1.32)  0.281
C (-4.29, -0.68, 8.71)  -1.379
C (-4.53, -2.11, 8.24)  0.326
C (-3.59, -2.56, 7.12)  -0.663
O (-3.87, -2.03, 5.84)  -0.411
C (-3.39, -0.73, 5.60)  -0.526
N (-5.94, -2.25, 7.88)  -0.708
H (-4.71, 0.05, 8.01)  0.282
H (-4.77, -0.51, 9.67)  0.346
H (-3.22, -0.47, 8.83)  0.340
H (-4.34, -2.77, 9.09)  0.416
H (-3.69, -3.65, 7.01)  0.352
H (-2.54, -2.36, 7.39)  0.383
H (-2.42, -0.56, 6.09)  0.309
H (-4.08, 0.05, 5.92)  0.257
H (-3.25, -0.62, 4.52)  0.088
H (-6.16, -3.23, 7.70)  0.272
H (-6.11, -1.78, 7.00)  0.299
C (0.71, -0.24, -7.10)  -1.530
C (1.67, 0.50, -6.17)  0.661
C (2.26, 1.79, -6.75)  -0.787
O (3.27, 1.58, -7.71)  -0.397
C (2.83, 1.31, -9.03)  -0.645
N (2.71, -0.44, -5.72)  -0.599
H (1.25, -0.79, -7.87)  0.307
H (0.12, -0.96, -6.55)  0.335
H (0.03, 0.46, -7.60)  0.364
H (1.09, 0.80, -5.28)  0.248
H (2.74, 2.34, -5.94)  0.262
H (1.46, 2.43, -7.16)  0.475
H (1.92, 1.87, -9.26)  0.304
H (2.65, 0.25, -9.19)  0.226
H (3.62, 1.63, -9.70)  0.268
H (3.28, 0.02, -5.01)  0.169
H (3.35, -0.57, -6.50)  0.348


2.
DFT (the ωB97M-V functional and the def2-TZVPD basis) results for a molecular structure, C18H46IrN2OSSeSi2Te in a non-equilibrium geometry.

Computed properties:
**HOMO (alpha / beta)**: -14.42 / -14.66 eV
**Energy**: -126495.43656 eV
**<S²>**: 0.889
**Charge**: +2
**2S+1**: 2
**HOMO-LUMO gap (alpha / beta)**: 6.32 / 6.37 eV
**Energy relative to the best compared isomer or geometry (same formula, charge and spin)**: 1.114 eV
**LUMO energy (alpha / beta)**: -0.2976 / -0.3046 Eh

Last column: Mulliken charge in e.
Element x y z (Å)
Ir (-1.42, 1.52, 0.46)  0.708
C (0.27, -0.12, 2.62)  -0.205
Si (1.95, 0.72, 2.37)  0.048
C (3.00, 0.59, 3.89)  -1.074
C (2.80, -0.07, 0.89)  -0.845
C (1.64, 2.58, 2.00)  -0.706
Te (0.75, 3.00, 0.11)  0.541
C (2.59, 2.80, -0.97)  -0.583
Si (3.42, 4.54, -1.17)  0.160
C (4.99, 4.20, -2.10)  -1.046
C (2.23, 5.59, -2.14)  -1.011
C (3.73, 5.24, 0.54)  -1.035
H (0.23, -1.10, 2.15)  -0.084
H (-0.51, 0.53, 2.20)  -0.139
H (0.01, -0.24, 3.67)  0.453
H (3.13, -0.46, 4.18)  0.336
H (2.56, 1.11, 4.74)  0.366
H (4.00, 1.00, 3.74)  0.354
H (2.86, -1.15, 1.03)  0.420
H (3.82, 0.29, 0.79)  0.525
H (2.29, 0.13, -0.06)  0.109
H (2.59, 3.11, 1.99)  0.141
H (1.00, 3.05, 2.75)  0.558
H (2.38, 2.38, -1.96)  0.577
H (3.17, 2.08, -0.40)  -0.002
H (4.80, 3.79, -3.09)  0.348
H (5.65, 3.51, -1.57)  0.347
H (5.54, 5.14, -2.23)  0.345
H (2.06, 5.19, -3.14)  0.332
H (2.63, 6.60, -2.26)  0.357
H (1.26, 5.70, -1.64)  0.337
H (4.38, 4.60, 1.14)  0.348
H (2.81, 5.42, 1.10)  0.362
H (4.24, 6.20, 0.44)  0.394
C (-4.57, 1.29, 0.05)  -0.649
O (-3.45, 0.85, 0.87)  -0.334
H (-4.76, 2.35, 0.21)  0.360
H (-5.44, 0.70, 0.31)  0.261
H (-4.29, 1.12, -0.99)  0.258
H (-3.70, 0.96, 1.80)  0.299
Se (-1.93, 3.61, 1.21)  -0.165
C (-0.36, -5.35, 0.31)  -1.501
C (-0.06, -3.96, 0.85)  -0.369
C (1.00, -3.22, 0.03)  0.534
C (0.51, -2.71, -1.32)  -0.763
N (-0.20, -1.42, -1.18)  0.178
C (-1.39, -0.99, -1.59)  0.754
S (-1.59, 0.77, -1.73)  -0.503
N (-2.42, -1.72, -1.95)  -0.114
C (-2.61, -3.18, -2.01)  -0.275
C (-4.09, -3.55, -2.00)  -1.139
C (-4.74, -3.59, -0.62)  -0.467
C (-4.83, -2.24, 0.08)  -0.898
H (-1.13, -5.85, 0.90)  0.364
H (0.54, -5.98, 0.36)  0.435
H (-0.69, -5.35, -0.73)  0.343
H (0.29, -4.04, 1.88)  0.519
H (-0.98, -3.35, 0.89)  0.117
H (1.86, -3.88, -0.14)  0.578
H (1.38, -2.36, 0.60)  -0.932
H (-0.14, -3.43, -1.81)  0.292
H (1.35, -2.53, -2.00)  0.421
H (0.42, -0.66, -0.94)  -0.337
H (-3.22, -1.18, -2.26)  0.299
H (-2.12, -3.63, -1.15)  0.000
H (-2.14, -3.55, -2.92)  0.429
H (-4.17, -4.54, -2.46)  0.365
H (-4.64, -2.87, -2.67)  0.419
H (-4.19, -4.30, 0.01)  0.294
H (-5.74, -4.00, -0.73)  0.393
H (-3.84, -1.82, 0.29)  0.100
H (-5.36, -2.34, 1.03)  0.434
H (-5.38, -1.53, -0.54)  0.262


3.
DFT (the ωB97M-V functional and the def2-TZVPD basis) results for a molecular structure, C18H47AsF6N2O10PS3 in a non-equilibrium geometry.

Computed properties:
**HOMO**: -11.61 eV
**Energy**: -161818.51235 eV
**Charge**: +1
**HOMO-LUMO gap**: 8.38 eV
**Energy relative to the best compared isomer or geometry (same formula, charge and spin)**: 0.968 eV
**LUMO energy**: -0.1187 Eh

Last column: Mulliken charge in e.
Element x y z (Å)
N (1.02, -4.42, -3.91)  -0.195
H (0.93, -3.88, -3.06)  0.167
H (0.31, -4.15, -4.57)  0.356
H (0.92, -5.42, -3.83)  0.398
H (1.90, -4.34, -4.39)  0.359
N (3.76, -0.54, -4.46)  -0.253
H (3.77, 0.04, -5.29)  0.381
H (3.66, -0.07, -3.57)  0.271
H (4.67, -0.97, -4.53)  0.411
H (3.07, -1.26, -4.59)  0.338
As (2.20, -2.05, -1.12)  2.045
F (3.55, -1.92, -0.03)  -0.445
F (3.18, -2.89, -2.37)  -0.525
F (0.76, -2.18, -2.25)  -0.436
F (1.12, -1.32, 0.08)  -0.423
F (2.58, -0.49, -1.88)  -0.523
F (1.76, -3.75, -0.66)  -0.486
C (-0.82, 0.87, -5.48)  -0.710
C (-1.29, 0.03, -6.70)  -0.578
C (-0.14, -0.98, -6.92)  -0.888
S (0.12, -1.67, -5.18)  1.230
O (1.57, -1.59, -5.03)  -0.910
O (-0.67, -2.87, -4.92)  -0.828
C (-0.64, -0.13, -4.23)  -0.616
H (-1.43, 1.71, -5.14)  0.425
H (0.15, 1.25, -5.79)  0.291
H (-1.47, 0.65, -7.58)  0.427
H (-2.25, -0.39, -6.40)  0.283
H (0.82, -0.58, -7.26)  0.390
H (-0.24, -1.84, -7.58)  0.428
H (0.08, 0.10, -3.44)  0.323
H (-1.53, -0.48, -3.71)  0.360
C (-4.26, -4.12, -2.03)  -0.723
C (-3.92, -3.35, -0.77)  -0.422
C (-2.36, -3.38, -0.74)  -0.448
S (-1.93, -5.11, -1.23)  1.025
O (-1.76, -6.01, -0.08)  -0.688
O (-0.98, -5.17, -2.34)  -0.560
C (-3.61, -5.56, -1.85)  -0.741
H (-4.07, -3.70, -3.02)  0.281
H (-5.34, -4.29, -2.10)  0.387
H (-4.32, -3.81, 0.14)  0.356
H (-4.48, -2.43, -0.93)  0.301
H (-1.97, -3.12, 0.25)  0.612
H (-1.97, -2.71, -1.50)  -0.087
H (-4.11, -6.24, -1.16)  0.328
H (-3.38, -6.04, -2.79)  0.378
C (-1.66, 0.35, 2.20)  -0.622
C (-2.41, 0.18, 0.92)  -0.221
C (-1.73, 0.97, -0.21)  -0.211
S (-1.42, 2.60, 0.59)  1.051
O (-2.52, 3.51, 0.26)  -0.688
O (-0.09, 3.03, 0.44)  -0.569
C (-1.60, 1.91, 2.38)  -0.293
H (-0.64, -0.02, 2.21)  0.094
H (-2.07, -0.22, 3.02)  0.490
H (-3.38, 0.57, 1.23)  0.403
H (-2.53, -0.86, 0.60)  -0.250
H (-2.21, 1.14, -1.18)  0.518
H (-0.73, 0.56, -0.36)  -0.127
H (-2.48, 2.35, 2.84)  0.409
H (-0.74, 2.29, 2.92)  -0.067
C (2.99, 1.17, 1.77)  -0.783
C (3.19, 1.74, 3.29)  -0.480
O (1.98, 2.14, 3.90)  -0.257
P (1.81, 3.52, 4.86)  0.889
O (2.41, 4.78, 4.36)  -0.738
O (0.22, 3.60, 5.02)  -0.278
C (-0.40, 4.94, 5.16)  -0.270
C (-1.15, 4.95, 6.59)  -1.092
O (2.35, 2.98, 6.26)  -0.327
C (3.05, 3.75, 7.21)  -0.347
C (2.06, 4.38, 8.13)  -0.951
H (3.05, 0.08, 1.79)  0.279
H (2.01, 1.39, 1.34)  0.040
H (3.83, 1.60, 1.23)  0.354
H (3.77, 1.08, 3.93)  0.381
H (3.92, 2.55, 3.27)  0.409
H (0.36, 5.70, 5.34)  0.313
H (-1.04, 5.18, 4.32)  0.388
H (-1.79, 4.07, 6.74)  0.271
H (-0.58, 5.12, 7.50)  0.247
H (-1.79, 5.82, 6.47)  0.419
H (3.80, 3.30, 7.86)  0.382
H (3.60, 4.54, 6.70)  0.308
H (1.41, 3.66, 8.61)  0.273
H (2.64, 4.98, 8.84)  0.431
H (1.54, 5.17, 7.59)  0.153


Q: What is the energy in the third record?
A: -161818.51235 eV


Q: Look up the charge of the third one.
A: +1


Q: Look up the charge of the first one.
A: +1


Q: What is the energy in the second record?
A: -126495.43656 eV